(1)
C8H16ClI2OPZn as an isolated structure at a distorted geometry. Source: the Open Molecules 2025 dataset; level of theory: the ωB97M-V functional and the def2-TZVPD basis.

CARTESIAN COORDINATES (ANGSTROEM)
C1 2.45 2.76 -0.26
C2 1.08 2.66 -0.50
P1 0.14 1.01 -0.49
Cl1 0.57 0.90 1.58
I1 -0.24 1.38 -2.98
C3 1.15 -0.54 -0.94
O1 1.80 -1.05 0.20
C4 1.88 -2.50 0.21
C5 1.25 -2.97 1.62
C6 -1.73 1.10 -0.24
C7 -2.31 0.19 0.93
C8 -3.71 -0.41 0.38
I2 -2.86 1.38 2.69
H1 3.10 1.85 -0.26
H2 2.87 3.80 -0.11
H3 0.48 3.59 -0.71
H4 1.96 -0.19 -1.65
H5 0.49 -1.28 -1.49
H6 2.94 -2.90 0.18
H7 1.31 -3.01 -0.60
H8 0.13 -2.91 1.55
H9 1.61 -2.23 2.39
H10 1.62 -4.01 1.83
H11 -2.03 2.17 -0.08
H12 -2.20 0.75 -1.22
H13 -1.69 -0.70 1.19
H14 -4.48 -0.47 1.20
H15 -3.57 -1.38 -0.17
H16 -4.12 0.38 -0.33
Zn1 2.09 2.63 -3.92

The spin multiplicity is 1. As for the HOMO-LUMO gap: 2.60 eV. As for the total charge: +2.

Here are the Mulliken charges for atoms 1 to 5, given in e: -0.893 -0.159 0.333 -0.182 0.216

=====

(2)
C3H5FO2S as an isolated structure at a distorted geometry. Source: the Open Molecules 2025 dataset; level of theory: the ωB97M-V functional and the def2-TZVPD basis.

CARTESIAN COORDINATES (ANGSTROEM)
C1 0.92 0.71 0.99
C2 -0.56 -0.39 0.14
C3 -0.06 -1.30 -0.91
O1 -1.40 2.11 0.84
O2 -0.06 1.82 -1.24
F1 -1.30 -0.92 1.12
S1 -0.43 1.39 0.08
H1 0.88 0.66 2.06
H2 1.84 0.52 0.48
H3 0.96 -1.06 -1.20
H4 -0.68 -1.20 -1.81
H5 -0.11 -2.33 -0.56

The spin multiplicity is 1. The energy above the lowest of the compared OMol25 structures with the same formula, charge and spin comes out at 277.9 kJ/mol. As for the HOMO-LUMO gap: 10.63 eV.

Here are the Mulliken charges for atoms 1 to 5, given in e: -0.739 0.552 -0.955 -0.582 -0.590